[1]
A molecular structure, C21H39N5O4Ta, computed with wB97M-V/def2-TZVPD.

Calculated values
Charge: +3
LUMO, hartree: -0.4252
Gap between HOMO and LUMO, eV: 7.72

Positions of all 70 atoms, in Å:
Ta -0.055 -0.215 2.380
C -1.375 2.127 -3.149
C -0.326 1.623 -2.158
C 0.929 2.507 -2.339
C 2.208 2.461 -1.450
C 3.411 1.985 -2.249
C 2.496 3.839 -0.857
N 1.974 1.550 -0.196
C 2.675 0.240 -0.009
C 1.856 -0.963 -0.450
N 0.874 -1.622 0.509
C 1.645 -2.672 1.243
C 2.375 -2.039 2.406
O 3.444 -2.159 2.846
O 1.431 -1.117 2.997
C -0.178 -2.275 -0.398
C 0.423 -3.297 -1.366
C -1.369 -2.947 0.279
C -2.162 -2.310 1.426
C -3.646 -2.626 1.290
C -1.669 -2.801 2.790
N -1.968 -0.779 1.528
C -2.651 0.218 0.588
C -2.057 0.650 -0.741
N -0.845 1.498 -0.743
C -1.081 2.772 -0.081
C -0.664 2.824 1.386
O -0.740 3.637 2.202
O 0.000 1.504 1.774
H -0.920 2.280 -4.127
H -1.783 3.090 -2.833
H -2.197 1.429 -3.289
H -0.062 0.593 -2.424
H 0.608 3.550 -2.392
H 1.247 2.278 -3.357
H 3.577 2.706 -3.049
H 3.246 1.016 -2.727
H 4.325 1.957 -1.656
H 2.593 4.568 -1.662
H 3.434 3.843 -0.298
H 1.695 4.191 -0.199
H 2.207 2.135 0.605
H 0.949 1.387 -0.168
H 3.038 0.185 1.019
H 3.563 0.260 -0.635
H 2.577 -1.727 -0.737
H 1.321 -0.705 -1.363
H 2.370 -3.178 0.607
H 0.967 -3.427 1.644
H -0.541 -1.426 -0.973
H 0.814 -4.169 -0.840
H 1.206 -2.894 -2.004
H -0.365 -3.658 -2.026
H -1.077 -3.946 0.616
H -2.062 -3.139 -0.543
H -3.770 -3.708 1.344
H -4.061 -2.311 0.334
H -4.232 -2.192 2.104
H -1.764 -3.886 2.846
H -2.243 -2.383 3.619
H -0.596 -2.606 2.978
H -2.533 -0.608 2.372
H -2.838 1.096 1.214
H -3.637 -0.197 0.381
H -2.889 1.201 -1.196
H -1.888 -0.196 -1.405
H -2.123 3.111 -0.108
H -0.503 3.573 -0.548
N -1.582 0.207 5.213
C -1.027 0.087 4.205

[2]
A molecular structure, C21H39NOP2Zr, computed with wB97M-V/def2-TZVPD.

Calculated values
LUMO, hartree: -0.0071
Gap between HOMO and LUMO, eV: 5.55

Positions of all 65 atoms, in Å:
Zr 0.210 -0.133 -0.916
P 2.580 -0.430 -2.005
P -2.120 0.639 0.343
N -0.766 0.098 -2.661
H 0.006 -1.789 -0.304
C 3.163 -2.161 -2.104
H 4.146 -2.171 -2.605
H 2.413 -2.735 -2.678
H 3.218 -2.575 -1.081
C 3.878 0.538 -1.168
H 4.851 0.331 -1.643
H 3.878 0.295 -0.093
H 3.616 1.605 -1.256
C 2.525 0.192 -3.725
H 3.529 0.086 -4.169
H 2.201 1.247 -3.704
H 1.760 -0.377 -4.280
C -3.004 -0.856 0.915
H -3.962 -0.542 1.348
H -2.394 -1.407 1.645
H -3.182 -1.535 0.067
C -2.127 1.925 1.634
H -3.130 2.065 2.046
H -1.698 2.832 1.189
H -1.435 1.646 2.442
C -3.245 1.378 -0.930
H -4.205 1.613 -0.441
H -3.406 0.705 -1.785
H -2.797 2.301 -1.324
C -1.217 0.238 -3.904
C -2.115 -0.708 -6.010
C -1.600 -0.889 -4.720
C -1.303 1.547 -4.497
C -1.820 1.733 -5.783
C -2.228 0.604 -6.526
H -2.434 -1.576 -6.606
H -1.482 -1.871 -4.272
H -0.960 2.368 -3.877
H -1.908 2.750 -6.190
H -2.639 0.753 -7.532
C 1.714 -0.258 2.174
O 1.486 0.607 0.988
C 2.252 -1.612 1.690
H 2.397 -2.254 2.575
H 3.189 -1.384 1.147
H 1.532 -2.150 1.046
C 2.541 0.515 3.213
H 2.452 0.043 4.207
H 2.144 1.535 3.184
H 3.649 0.547 3.010
C -1.893 -0.095 4.243
C -0.382 -0.242 4.062
C 0.136 0.929 4.885
C 0.046 -1.594 4.571
C 0.139 -0.267 2.581
C -0.377 0.077 1.404
H -2.146 -0.329 5.275
H -2.530 -0.711 3.637
H -2.211 0.924 4.113
H -0.230 0.869 5.913
H 1.210 1.111 4.907
H -0.277 1.859 4.504
H -0.518 -2.269 3.930
H 1.107 -1.740 4.294
H -0.224 -1.846 5.607

[3]
A molecular structure, C21H40BeP2, computed with wB97M-V/def2-TZVPD.

Calculated values
LUMO (spin up / spin down), hartree: 0.0061 / 0.0213
Gap between HOMO and LUMO (spin up / spin down), eV: 6.10 / 5.90

Positions of all 64 atoms, in Å:
P 2.348 1.261 -1.559
P -0.880 1.705 -2.161
C 1.595 2.721 -2.547
C 0.288 3.118 -1.880
H 1.425 2.323 -3.566
H 2.328 3.538 -2.615
H 0.388 3.282 -0.790
H -0.146 4.034 -2.297
C -1.567 2.157 -3.827
H -2.235 1.338 -4.139
H -0.775 2.311 -4.568
H -2.168 3.078 -3.759
C -2.166 2.867 -1.341
H -2.655 3.517 -2.074
H -1.724 3.570 -0.633
H -3.000 2.373 -0.839
C 4.080 1.000 -2.098
H 4.544 0.297 -1.404
H 4.616 1.951 -2.066
H 4.146 0.560 -3.098
C 2.621 2.010 0.097
H 1.698 2.284 0.619
H 3.232 2.915 -0.010
H 3.186 1.312 0.723
Be 1.538 -0.456 -2.082
C -3.346 -0.600 1.875
C -2.770 -0.630 0.649
C -1.378 -0.164 0.229
C -0.196 0.128 1.202
C -0.297 1.293 2.221
C -1.286 2.061 2.688
C -2.717 1.706 2.817
C -2.907 0.223 3.081
C 3.158 -1.729 0.072
H -4.206 -1.256 2.126
H -3.260 -1.052 -0.247
H -1.543 0.855 -0.182
H -0.955 -0.791 -0.578
H 0.100 -0.854 1.586
H 0.704 0.358 0.568
H 0.706 1.779 2.321
H -1.000 2.982 3.208
H -3.359 2.060 2.012
H -3.074 2.384 3.622
H -2.022 -0.173 3.618
H -3.694 0.214 3.833
H 3.301 -2.621 0.717
H 3.218 -0.846 0.745
H 4.011 -1.770 -0.618
C -0.625 -4.485 -0.415
C 0.201 -3.663 0.569
C -0.710 -3.304 1.775
C 1.296 -4.589 1.108
C 0.779 -2.476 -0.199
C 1.783 -1.740 -0.624
H -1.214 -5.229 0.131
H 0.052 -5.008 -1.094
H -1.304 -3.872 -1.009
H -0.940 -4.230 2.326
H -0.208 -2.648 2.492
H -1.674 -2.833 1.535
H 1.878 -5.038 0.301
H 1.998 -4.113 1.801
H 0.784 -5.395 1.650

The relative energy (zero: lowest compared OMol25 entry of this formula, charge and spin) results, record by record, are as follows: 40.5, 0.0, 294.9 kJ/mol.